# 1
An isolated ion of composition C4H6N3O and charge +1 in a non-equilibrium geometry. Source: the Open Molecules 2025 dataset; level of theory: ωB97M-V with the def2-TZVPD basis set.

Last column: Mulliken charge in e.
Atoms and positions in Å:
C1 -0.026 -0.717 0.070  -0.09
C2 -2.686 0.485 0.013  0.52
C3 -1.566 1.416 -0.061  -0.13
C4 1.023 1.417 -0.008  -1.04
N1 -1.100 -1.471 0.023  -0.10
N2 -2.316 -0.933 0.022  -0.05
N3 -0.159 0.576 0.042  0.00
O1 -3.849 0.691 0.011  -0.40
H1 0.921 -1.058 0.090  0.55
H2 0.845 2.552 -0.121  0.29
H3 1.593 1.151 -0.783  0.46
H4 1.522 1.354 0.906  0.43
H5 -0.896 -2.430 -0.182  0.30
H6 -2.972 -1.671 -0.153  0.27

Properties
Charge: +1
Spin multiplicity: 1
HOMO-LUMO gap (alpha / beta): 8.08 / 8.08 eV
Relative energy (zero: lowest compared OMol25 entry of this formula, charge and spin): 455.3 kJ/mol
Total energy: -10750.544 eV
HOMO energy (alpha / beta): -14.621 / -14.619 eV

---

# 2
One molecule with the formula C2H4N2O2 in a non-equilibrium geometry. Source: the Open Molecules 2025 dataset; level of theory: ωB97M-V with the def2-TZVPD basis set.

Last column: Mulliken charge in e.
Atoms and positions in Å:
C1 -0.080 -0.209 -0.013  0.24
C2 0.209 -1.595 0.336  -1.08
N1 0.710 0.752 0.154  -0.44
N2 -0.119 2.205 -0.405  0.93
O1 0.610 3.103 -0.620  -0.50
O2 -1.300 2.097 -0.367  -0.50
H1 -1.056 -0.080 -0.360  0.40
H2 -0.264 -2.350 -0.315  0.30
H3 0.062 -1.967 1.306  0.33
H4 1.227 -1.956 0.282  0.33

Properties
Charge: 0
Spin multiplicity: 1
HOMO-LUMO gap: 10.70 eV
Relative energy (zero: lowest compared OMol25 entry of this formula, charge and spin): 577.6 kJ/mol
Total energy: -9209.237 eV
HOMO energy: -10.365 eV

---

# 3
C13H20ClO3Os as an isolated structure in a non-equilibrium geometry. Source: the Open Molecules 2025 dataset; level of theory: ωB97M-V with the def2-TZVPD basis set.

Last column: Mulliken charge in e.
Atoms and positions in Å:
Os1 0.681 -0.675 -0.411  1.05
C1 3.658 0.029 -1.459  -0.68
O1 2.720 -0.739 -0.607  -0.32
C2 3.273 -1.234 0.661  -0.46
C3 2.699 -0.395 1.766  -0.33
O2 1.230 -0.392 1.533  -0.37
C4 0.526 0.797 2.041  -0.50
C5 0.639 1.891 1.011  -0.32
O3 0.312 1.285 -0.314  -0.21
C6 -0.595 2.049 -1.196  -0.67
H1 4.494 -0.625 -1.693  0.35
H2 3.110 0.283 -2.361  0.29
H3 3.975 0.916 -0.915  0.36
H4 2.979 -2.282 0.741  0.31
H5 4.361 -1.188 0.634  0.49
H6 2.851 -0.827 2.754  0.41
H7 3.044 0.639 1.738  0.33
H8 -0.502 0.468 2.180  0.23
H9 0.960 1.065 3.004  0.44
H10 -0.064 2.704 1.180  0.51
H11 1.647 2.288 0.901  0.26
H12 -0.175 3.048 -1.290  0.40
H13 -0.585 1.532 -2.150  0.29
H14 -1.581 2.054 -0.735  0.33
Cl1 -1.321 -1.027 -2.918  -0.04
C7 -2.431 -0.800 -1.605  1.03
C8 -3.645 -0.196 -1.812  -0.72
C9 -4.463 0.033 -0.701  -0.26
C10 -4.050 -0.328 0.596  -0.88
C11 -2.836 -0.936 0.802  -0.40
C12 -2.014 -1.239 -0.312  0.08
C13 -0.818 -2.030 -0.221  -1.32
H15 -3.943 0.098 -2.810  0.49
H16 -5.430 0.504 -0.830  0.48
H17 -4.718 -0.147 1.428  0.47
H18 -2.560 -1.276 1.793  0.60
H19 -0.683 -2.689 -1.091  0.71
H20 -0.745 -2.659 0.671  0.58

Properties
Charge: +3
Spin multiplicity: 1
HOMO-LUMO gap (alpha / beta): 6.59 / 6.54 eV
Total energy: -34902.882 eV
HOMO energy (alpha / beta): -19.692 / -19.691 eV

---

# 4
A 2-piece molecular cluster, C4H12NO2 overall in a non-equilibrium geometry. Source: the Open Molecules 2025 dataset; level of theory: ωB97M-V with the def2-TZVPD basis set.

Last column: Mulliken charge in e.
Atoms and positions in Å:
O1 2.131 1.971 -0.024  -0.36
C1 1.983 1.347 -1.030  -0.09
C2 1.250 0.004 -1.027  -0.53
N1 0.069 -0.090 -0.108  -0.09
C3 -0.994 -1.126 -0.407  -0.36
C4 -2.449 -0.747 -0.066  -1.18
H1 2.592 1.590 -1.909  0.38
H2 0.710 0.056 -1.992  0.37
H3 1.780 -0.946 -1.048  0.46
H4 -0.449 0.790 -0.062  0.37
H5 0.465 -0.117 0.863  0.28
H6 -0.683 -2.042 0.101  0.35
H7 -0.952 -1.308 -1.485  0.33
H8 -2.931 -1.713 -0.113  0.36
H9 -2.876 0.029 -0.692  0.39
H10 -2.450 -0.458 0.990  0.36
H11 1.012 0.133 2.829  0.31
H12 1.066 1.690 2.824  0.30
O2 0.727 0.937 2.357  -0.64

Properties
Charge: +1
Spin multiplicity: 1
HOMO-LUMO gap: 10.98 eV
Relative energy (zero: lowest compared OMol25 entry of this formula, charge and spin): 194.7 kJ/mol
Total energy: -9920.212 eV
HOMO energy: -14.386 eV

---

# 5
A 2-piece molecular cluster, C4H10O3 overall in a non-equilibrium geometry. Source: the Open Molecules 2025 dataset; level of theory: ωB97M-V with the def2-TZVPD basis set.

Last column: Mulliken charge in e.
Atoms and positions in Å:
O1 -2.874 0.735 2.294  -0.48
C1 -1.701 1.132 2.123  -0.11
C2 -1.113 1.879 0.958  -0.14
C3 -1.040 0.834 -0.219  -0.57
C4 0.206 0.813 -1.112  -0.33
O2 -0.214 0.726 -2.505  -0.48
H1 -1.026 1.143 3.067  0.24
H2 -0.175 2.146 1.470  0.31
H3 -1.916 2.713 0.663  0.24
H4 -1.978 0.906 -0.909  0.24
H5 -1.119 -0.191 0.298  0.25
H6 0.669 1.805 -0.913  0.22
H7 0.948 0.081 -0.764  0.29
H8 0.613 0.360 -2.779  0.32
H9 3.332 -5.836 -0.626  0.33
H10 3.434 -4.217 -0.485  0.32
O3 3.952 -5.031 -0.561  -0.65

Properties
Charge: 0
Spin multiplicity: 1
HOMO-LUMO gap: 10.22 eV
Relative energy (zero: lowest compared OMol25 entry of this formula, charge and spin): 281.2 kJ/mol
Total energy: -10450.329 eV
HOMO energy: -9.891 eV

---

# 6
A 2-piece molecular cluster, C9H14 overall in a non-equilibrium geometry. Source: the Open Molecules 2025 dataset; level of theory: ωB97M-V with the def2-TZVPD basis set.

Last column: Mulliken charge in e.
Atoms and positions in Å:
C1 -3.247 0.784 2.306  -0.89
C2 -1.801 0.581 2.824  -0.54
H1 -3.337 1.009 1.253  0.30
H2 -3.769 -0.153 2.362  0.27
H3 -3.782 1.528 2.876  0.28
H4 -1.633 -0.480 2.613  0.23
H5 -1.627 0.781 3.863  0.35
H6 -0.982 1.055 2.302  0.03
C3 0.717 0.234 -3.345  -1.34
C4 2.104 -0.714 0.489  -0.42
C5 2.235 -1.714 -0.477  -0.42
C6 1.286 0.389 0.364  -0.43
C7 1.761 -1.397 -1.764  -0.39
C8 0.706 0.625 -0.886  -0.55
C9 1.211 -0.129 -1.938  0.76
H7 2.673 -0.953 1.416  0.29
H8 2.596 -2.716 -0.278  0.38
H9 1.045 1.117 1.146  0.44
H10 1.824 -2.097 -2.581  0.33
H11 0.116 1.455 -1.227  0.32
H12 1.533 0.578 -3.968  0.32
H13 -0.152 0.888 -3.388  0.36
H14 0.523 -0.672 -3.960  0.33

Properties
Charge: 0
Spin multiplicity: 1
HOMO-LUMO gap: 9.89 eV
Relative energy (zero: lowest compared OMol25 entry of this formula, charge and spin): 114.1 kJ/mol
Total energy: -9558.999 eV
HOMO energy: -8.936 eV